{
  "formula": "C5H8N",
  "method": "ωB97M-V/def2-TZVPD",
  "orbital_gap_ev": 10.49,
  "homo_energy_ev": -16.17,
  "e_above_lowest_kj_mol": 466.81,
  "molar_mass_g_mol": 82.13,
  "e_lumo_ev": -5.67,
  "largest_force_ev_per_a": 4.38,
  "total_charge": 1,
  "symbols": ["C", "C", "C", "C", "C", "N", "H", "H", "H", "H", "H", "H", "H", "H"],
  "coordinates": [[2.2050, 0.1577, -0.5089], [0.9907, -0.3709, -0.9278], [0.2421, -0.1471, 0.3866], [-0.9231, -1.1466, 0.6494], [-0.2791, 1.2549, 0.4283], [1.6108, -0.3252, 0.6071], [3.2403, 0.3582, -0.5581], [0.9791, -1.2107, -1.6204], [-1.6371, -1.1622, -0.0789], [-1.4865, -0.9114, 1.5732], [-0.5744, -2.1826, 0.7089], [-1.3520, 1.0992, 0.2861], [0.0802, 1.9532, -0.3587], [-0.1593, 1.7397, 1.3356]]
}

{
  "formula": "C5H8N",
  "method": "ωB97M-V/def2-TZVPD",
  "orbital_gap_ev": 10.14,
  "homo_energy_ev": -14.35,
  "e_above_lowest_kj_mol": 441.25,
  "molar_mass_g_mol": 82.13,
  "e_lumo_ev": -4.21,
  "largest_force_ev_per_a": 3.70,
  "total_charge": 1,
  "symbols": ["C", "C", "C", "C", "C", "N", "H", "H", "H", "H", "H", "H", "H", "H"],
  "coordinates": [[1.1963, 0.4421, 1.8714], [0.6646, -0.5728, 1.1759], [-0.0670, 1.5372, -0.1999], [0.4339, -1.9642, 0.9002], [-0.8128, 1.1574, -1.4555], [0.3566, 0.7588, 0.7061], [1.3892, 1.0929, 2.6801], [-0.0071, 2.6585, 0.1530], [1.5417, -2.4683, 0.9270], [-0.1690, -2.0573, -0.0383], [-0.0707, -2.5385, 1.7507], [-1.9209, 1.5360, -1.7613], [-0.2786, 1.7080, -2.2481], [-0.6103, 0.0124, -1.6727]]
}

{
  "formula": "C5H8N",
  "method": "ωB97M-V/def2-TZVPD",
  "orbital_gap_ev": 8.71,
  "homo_energy_ev": -15.27,
  "e_above_lowest_kj_mol": 643.22,
  "molar_mass_g_mol": 82.13,
  "e_lumo_ev": -6.56,
  "largest_force_ev_per_a": 4.31,
  "total_charge": 1,
  "symbols": ["C", "C", "C", "C", "C", "N", "H", "H", "H", "H", "H", "H", "H", "H"],
  "coordinates": [[1.6924, -0.6966, -0.1569], [0.5401, -1.5238, 0.0310], [1.8104, 0.5829, -0.2088], [-0.3088, -0.3281, -0.2961], [-1.7705, -0.2104, -0.6063], [0.4943, 0.6919, -0.4664], [0.4272, -2.3958, -0.6276], [0.4457, -1.8556, 1.1168], [2.5296, 1.3932, -0.0012], [0.1838, 2.7098, 1.8702], [0.2314, 2.3484, 1.1511], [-2.0559, 0.8240, -0.6420], [-2.0998, -0.7368, 0.2709], [-2.1198, -0.8031, -1.4348]]
}

{
  "formula": "C5H8N",
  "method": "ωB97M-V/def2-TZVPD",
  "orbital_gap_ev": 9.57,
  "homo_energy_ev": -14.81,
  "e_above_lowest_kj_mol": 389.89,
  "molar_mass_g_mol": 82.13,
  "e_lumo_ev": -5.24,
  "largest_force_ev_per_a": 4.96,
  "total_charge": 1,
  "symbols": ["C", "C", "C", "C", "C", "N", "H", "H", "H", "H", "H", "H", "H", "H"],
  "coordinates": [[1.0928, -0.2006, -0.6302], [2.3894, -0.0278, -0.4038], [0.1286, -0.8053, -1.5312], [-1.3252, 0.1571, 0.3578], [-1.2565, 0.9016, 1.6106], [-0.2430, -0.2955, -0.2346], [3.0029, -0.2157, -1.3521], [2.7215, 0.2224, 0.5539], [-0.2741, -0.5719, -2.4704], [0.0739, -1.9740, -1.4817], [-2.1564, -0.1428, -0.1248], [-1.7031, 0.2378, 2.3778], [-2.2096, 1.5576, 1.5782], [-0.2414, 1.1573, 1.7505]]
}